Entry 1:
# C51H48AsN9STeW

C51H48AsN9STeW as an isolated structure in a non-equilibrium geometry (ωB97M-V with the def2-TZVPD basis set, the Open Molecules 2025 dataset).

Structure (XYZ):
```
112
Properties=species:S:1:pos:R:3
W -0.74 -0.26 -0.39
C -6.87 -0.15 -1.53
C -5.90 -0.83 -2.49
N -4.83 -1.53 -1.79
C -3.62 -1.02 -1.56
S -2.44 -2.06 -0.84
N -3.40 0.23 -1.92
N -2.12 0.68 -1.68
C -1.71 1.65 -2.48
C -2.57 2.31 -3.51
C -0.35 2.07 -2.28
C 0.25 3.05 -3.08
C 1.56 3.41 -2.85
C 2.24 2.79 -1.80
C 1.60 1.84 -1.04
N 0.32 1.44 -1.27
H -7.69 0.30 -2.08
H -6.36 0.64 -0.97
H -7.28 -0.87 -0.82
H -5.44 -0.10 -3.15
H -6.42 -1.56 -3.11
H -4.99 -2.48 -1.49
H -2.56 3.39 -3.38
H -3.59 1.95 -3.45
H -2.19 2.09 -4.51
H -0.32 3.50 -3.87
H 2.04 4.15 -3.47
H 3.25 3.06 -1.54
H 2.10 1.39 -0.20
N 3.55 -1.57 -0.89
C 2.38 -0.97 -1.03
N 1.35 -1.13 -0.21
C 1.48 -2.07 0.81
N 0.51 -2.32 1.61
N -0.62 -1.57 1.31
C -1.61 -1.71 2.15
C -2.74 -0.81 1.98
C -3.86 -0.88 2.77
C -4.88 0.05 2.55
C -4.71 1.00 1.57
C -3.54 1.01 0.81
N -2.57 0.12 0.99
C 2.74 -2.79 0.97
C 2.91 -3.77 1.96
C 4.10 -4.46 2.04
C 5.14 -4.18 1.14
C 4.99 -3.22 0.16
C 3.78 -2.53 0.09
H 4.23 -1.43 -1.63
H 2.28 -0.29 -1.85
H -1.54 -2.42 2.97
H -3.94 -1.63 3.54
H -5.78 0.02 3.14
H -5.46 1.75 1.37
H -3.38 1.77 0.05
H 2.10 -3.98 2.64
H 4.24 -5.22 2.79
H 6.07 -4.73 1.20
H 5.78 -3.00 -0.54
C 3.96 3.81 2.63
C 3.68 2.63 3.31
C 2.53 1.91 3.02
C 1.64 2.38 2.05
C 1.92 3.57 1.38
C 3.07 4.28 1.67
As 0.00 1.40 1.71
C -0.57 0.93 3.49
C -0.13 -0.12 4.28
C -0.68 -0.29 5.54
C -1.66 0.58 5.99
C -2.10 1.64 5.20
C -1.55 1.82 3.94
C -1.93 2.89 2.99
C -2.90 3.87 3.21
C -3.18 4.79 2.22
C -2.50 4.76 1.00
C -1.53 3.79 0.77
C -1.25 2.87 1.77
H 4.85 4.37 2.86
H 4.36 2.27 4.07
H 2.32 1.00 3.57
H 1.22 3.98 0.65
H 3.27 5.21 1.17
H 0.63 -0.81 3.92
H -0.35 -1.10 6.17
H -2.09 0.45 6.98
H -2.85 2.32 5.58
H -3.44 3.91 4.14
H -3.94 5.54 2.39
H -2.73 5.49 0.24
H -1.01 3.77 -0.18
C 5.28 -4.39 -3.63
C 4.00 -3.64 -3.44
C 2.92 -4.22 -2.80
C 1.70 -3.57 -2.66
C 0.60 -4.32 -1.95
C 1.57 -2.26 -3.17
Te -0.29 -1.25 -3.05
C 2.65 -1.65 -3.82
C 2.57 -0.26 -4.39
C 3.85 -2.35 -3.94
H 5.52 -5.00 -2.75
H 6.12 -3.72 -3.83
H 5.19 -5.08 -4.47
H 3.01 -5.23 -2.41
H 0.92 -4.61 -0.95
H 0.37 -5.24 -2.49
H -0.32 -3.74 -1.87
H 2.23 0.47 -3.65
H 1.86 -0.20 -5.21
H 3.55 0.05 -4.76
H 4.68 -1.88 -4.45
```

Properties
LUMO energy ... -6.00 eV
Net charge ... +2
Energy ... -147860.108 eV
Energy relative to the best compared isomer or geometry (same formula, charge and spin) ... 0.126 eV

---

Entry 2:
# C57H127N7O3

A 8-piece molecular cluster, C57H127N7O3 overall in a non-equilibrium geometry (ωB97M-V with the def2-TZVPD basis set, the Open Molecules 2025 dataset).

Structure (XYZ):
```
194
Properties=species:S:1:pos:R:3
C -28.54 -31.63 -6.71
C -29.94 -31.76 -6.17
C -30.18 -32.93 -5.17
N -31.58 -32.98 -4.36
C -32.73 -32.99 -5.40
C -31.67 -34.27 -3.50
C -30.82 -33.95 -2.34
C -31.07 -32.49 -2.04
C -31.52 -31.83 -3.38
H -28.33 -30.70 -7.24
H -28.35 -32.42 -7.44
H -27.76 -31.70 -5.95
H -30.66 -31.67 -6.99
H -30.12 -30.79 -5.70
H -29.37 -33.09 -4.47
H -30.17 -33.92 -5.64
H -32.72 -32.11 -6.04
H -33.61 -33.25 -4.81
H -32.60 -33.88 -6.02
H -32.72 -34.46 -3.28
H -31.50 -35.18 -4.08
H -31.00 -34.60 -1.49
H -29.80 -34.25 -2.57
H -31.77 -32.17 -1.27
H -30.16 -31.96 -1.72
H -32.54 -31.46 -3.39
H -30.90 -31.03 -3.77
C -25.66 -23.91 -5.33
C -25.56 -25.29 -5.98
C -26.72 -25.48 -7.01
N -26.62 -26.70 -7.98
C -26.89 -27.96 -7.13
C -25.39 -26.81 -8.86
C -25.78 -27.36 -10.29
C -27.22 -27.56 -10.18
C -27.70 -26.68 -9.04
H -26.54 -23.85 -4.69
H -25.56 -23.09 -6.05
H -24.91 -23.85 -4.54
H -25.54 -26.02 -5.18
H -24.62 -25.39 -6.54
H -26.55 -24.59 -7.62
H -27.75 -25.44 -6.66
H -27.75 -27.82 -6.47
H -26.07 -28.25 -6.48
H -27.08 -28.78 -7.83
H -24.58 -27.33 -8.36
H -25.24 -25.75 -9.08
H -25.26 -28.27 -10.61
H -25.67 -26.66 -11.11
H -27.38 -28.63 -10.06
H -27.72 -27.27 -11.11
H -28.65 -26.98 -8.61
H -27.80 -25.66 -9.41
C -23.13 -34.32 -16.90
C -24.17 -33.22 -16.50
C -24.46 -33.23 -14.97
N -25.20 -31.94 -14.43
C -24.36 -30.64 -14.73
C -25.22 -32.04 -12.89
C -26.52 -31.45 -12.42
C -27.27 -30.88 -13.69
C -26.66 -31.75 -14.84
H -23.50 -35.35 -16.84
H -22.22 -34.34 -16.31
H -22.88 -34.22 -17.95
H -25.11 -33.36 -17.02
H -23.78 -32.28 -16.90
H -23.54 -33.39 -14.40
H -25.07 -34.09 -14.70
H -24.74 -29.82 -14.11
H -24.39 -30.49 -15.81
H -23.36 -30.95 -14.46
H -24.27 -31.69 -12.49
H -25.11 -33.09 -12.64
H -26.49 -30.65 -11.68
H -27.14 -32.21 -11.95
H -27.04 -29.82 -13.79
H -28.33 -31.07 -13.52
H -26.87 -31.33 -15.83
H -27.19 -32.70 -14.78
C -24.52 -29.74 -3.68
C -24.41 -31.33 -3.37
C -24.83 -32.05 -4.67
N -24.50 -33.52 -4.85
C -22.96 -33.82 -4.91
C -25.01 -34.49 -3.72
C -26.50 -34.73 -4.00
C -26.66 -34.65 -5.55
C -25.30 -34.18 -6.05
H -25.49 -29.45 -4.08
H -23.73 -29.50 -4.40
H -24.45 -29.28 -2.70
H -25.16 -31.50 -2.59
H -23.50 -31.67 -2.88
H -24.42 -31.63 -5.59
H -25.92 -32.02 -4.68
H -22.67 -34.87 -5.03
H -22.49 -33.30 -4.08
H -22.67 -33.24 -5.78
H -24.33 -35.34 -3.71
H -24.88 -33.99 -2.76
H -27.01 -35.51 -3.44
H -26.97 -33.82 -3.63
H -26.83 -35.65 -5.96
H -27.54 -34.08 -5.85
H -24.64 -34.93 -6.49
H -25.54 -33.33 -6.69
C -19.85 -38.89 -12.69
C -20.45 -37.51 -12.64
C -21.75 -37.54 -11.69
N -22.44 -36.21 -11.48
C -22.68 -35.59 -12.90
C -21.57 -35.27 -10.58
C -22.65 -34.28 -10.11
C -23.97 -35.04 -9.95
C -23.75 -36.40 -10.61
H -20.33 -39.57 -13.40
H -20.03 -39.39 -11.73
H -18.84 -38.87 -13.09
H -20.81 -37.24 -13.63
H -19.75 -36.70 -12.43
H -21.57 -37.92 -10.68
H -22.51 -38.19 -12.11
H -23.39 -34.78 -12.72
H -23.06 -36.35 -13.58
H -21.75 -35.21 -13.32
H -20.72 -34.75 -11.02
H -21.25 -35.90 -9.75
H -22.64 -33.33 -10.66
H -22.34 -33.98 -9.11
H -24.79 -34.52 -10.43
H -24.22 -35.19 -8.89
H -24.56 -36.83 -11.20
H -23.55 -37.15 -9.84
C -26.32 -37.97 -8.31
C -27.13 -37.07 -9.26
C -28.37 -36.50 -8.63
N -29.12 -35.65 -9.65
C -29.62 -36.40 -10.88
C -30.35 -34.97 -8.93
C -30.73 -33.74 -9.66
C -29.32 -33.28 -10.18
C -28.36 -34.45 -10.11
H -27.01 -38.54 -7.69
H -25.56 -37.46 -7.72
H -25.84 -38.69 -8.98
H -27.40 -37.59 -10.18
H -26.44 -36.29 -9.57
H -28.19 -35.85 -7.78
H -28.92 -37.39 -8.32
H -30.37 -37.09 -10.52
H -28.78 -36.83 -11.43
H -30.10 -35.63 -11.48
H -31.17 -35.68 -8.94
H -30.01 -34.73 -7.92
H -31.36 -33.99 -10.51
H -31.20 -33.10 -8.91
H -29.34 -32.85 -11.18
H -28.89 -32.50 -9.55
H -27.91 -34.68 -11.07
H -27.67 -34.24 -9.29
C -16.10 -27.52 -7.58
C -16.63 -28.87 -8.24
C -17.54 -29.70 -7.26
N -18.17 -30.97 -7.94
C -17.27 -31.76 -8.93
C -19.50 -30.60 -8.61
C -20.30 -31.91 -8.69
C -19.88 -32.73 -7.50
C -18.70 -31.96 -6.87
H -15.72 -26.93 -8.41
H -15.20 -27.70 -7.00
H -16.76 -27.14 -6.80
H -15.81 -29.55 -8.47
H -17.11 -28.67 -9.19
H -18.32 -29.12 -6.76
H -16.90 -30.06 -6.46
H -17.20 -31.07 -9.77
H -17.74 -32.66 -9.30
H -16.37 -31.94 -8.35
H -19.36 -30.13 -9.59
H -20.00 -29.94 -7.91
H -20.06 -32.49 -9.59
H -21.37 -31.75 -8.78
H -19.58 -33.70 -7.88
H -20.71 -32.82 -6.79
H -17.81 -32.57 -6.66
H -18.99 -31.37 -6.00
O -25.08 -30.32 -9.29
C -25.13 -31.62 -9.04
O -24.17 -32.01 -8.37
O -26.21 -32.20 -9.29
H -24.30 -30.33 -8.73
```

Properties
Multiplicity ... 2
LUMO energy (spin up / spin down) ... -8.97 / -9.02 eV
Net charge ... +5
Energy ... -77689.563 eV

---

Entry 3:
# C37H75AlCl28F4N

C37H75AlCl28F4N as an isolated structure in a non-equilibrium geometry (ωB97M-V with the def2-TZVPD basis set, the Open Molecules 2025 dataset).

Structure (XYZ):
```
146
Properties=species:S:1:pos:R:3
C 4.06 1.24 5.86
C 2.93 2.24 6.09
C 2.77 3.19 4.88
C 1.66 2.76 3.87
C 0.56 3.85 3.72
C -0.86 3.48 4.27
C -1.98 3.83 3.26
C -2.68 2.60 2.60
C -2.37 2.49 1.10
C -0.83 2.40 0.98
C -0.36 1.37 -0.08
C 1.17 1.37 0.00
C 1.97 0.36 -0.85
C 1.60 -1.16 -0.87
C 2.58 -1.97 0.06
C 2.15 -1.72 1.54
C 1.91 -3.11 2.24
C 0.46 -3.40 2.67
C 0.47 -4.81 3.32
C -0.93 -5.32 3.77
Al -1.74 -4.51 5.45
C -0.74 -2.92 6.23
N 0.74 -2.95 6.11
C -3.64 -3.84 4.90
F -4.52 -4.92 5.04
F -4.12 -2.85 5.72
C -3.77 -3.43 3.45
F -2.79 -2.61 3.04
F -4.95 -2.71 3.29
H 5.02 1.73 5.71
H 4.09 0.56 6.71
H 3.87 0.62 4.98
H 1.99 1.72 6.28
H 3.13 2.86 6.97
H 3.70 3.29 4.31
H 2.55 4.18 5.28
H 2.13 2.57 2.91
H 1.18 1.82 4.18
H 0.42 4.05 2.65
H 0.88 4.79 4.18
H -0.88 2.43 4.56
H -1.00 4.04 5.20
H -1.56 4.48 2.49
H -2.75 4.39 3.79
H -3.75 2.59 2.80
H -2.28 1.70 3.06
H -2.88 1.66 0.61
H -2.67 3.44 0.65
H -0.46 2.04 1.94
H -0.39 3.35 0.70
H -0.83 0.42 0.18
H -0.72 1.69 -1.07
H 1.50 2.36 -0.32
H 1.41 1.31 1.06
H 2.02 0.68 -1.89
H 2.99 0.41 -0.46
H 1.72 -1.59 -1.87
H 0.60 -1.41 -0.52
H 2.44 -3.02 -0.19
H 3.60 -1.68 -0.17
H 2.98 -1.20 2.03
H 1.23 -1.15 1.60
H 2.63 -3.21 3.05
H 2.14 -3.90 1.52
H -0.17 -3.41 1.78
H 0.03 -2.65 3.35
H 1.25 -4.89 4.08
H 0.78 -5.48 2.49
H -0.87 -6.41 3.89
H -1.60 -5.11 2.92
H -1.97 -5.63 6.54
H -0.96 -2.90 7.31
H -1.18 -1.99 5.84
H 1.11 -3.87 6.18
H 1.07 -2.46 5.30
H -3.85 -4.27 2.77
C 3.22 3.20 -4.22
Cl 2.98 1.64 -5.03
Cl 2.17 3.36 -2.81
H 4.25 3.27 -3.91
H 2.99 4.00 -4.92
C -2.81 -0.91 -2.22
Cl -2.49 -1.50 -0.58
Cl -1.52 0.14 -2.82
H -2.90 -1.77 -2.88
H -3.73 -0.36 -2.22
C 7.73 2.75 -4.46
Cl 7.72 2.44 -2.72
Cl 6.25 3.56 -4.99
H 8.58 3.39 -4.69
H 7.82 1.81 -4.98
C 0.58 7.26 -2.55
Cl 1.46 6.32 -3.76
Cl 0.97 6.72 -0.91
H 0.85 8.30 -2.65
H -0.48 7.13 -2.71
C -0.44 -0.33 -6.21
Cl -1.04 -0.02 -7.85
Cl 0.33 -1.92 -6.10
H 0.29 0.43 -5.95
H -1.27 -0.30 -5.52
C 3.68 2.15 -8.74
Cl 2.69 3.29 -7.82
Cl 5.26 1.91 -7.98
H 3.17 1.19 -8.78
H 3.83 2.53 -9.74
C -4.22 -7.36 7.91
Cl -2.55 -6.93 8.25
Cl -4.64 -8.97 8.52
H -4.87 -6.63 8.39
H -4.37 -7.34 6.84
C 8.88 3.18 -9.39
Cl 8.89 2.86 -7.65
Cl 7.40 3.99 -9.90
H 9.73 3.81 -9.63
H 8.95 2.24 -9.92
C -0.83 5.35 -7.62
Cl -0.34 4.35 -6.25
Cl -2.03 6.56 -7.14
H 0.04 5.86 -8.01
H -1.26 4.71 -8.38
C 9.74 -0.62 -11.15
Cl 8.92 0.82 -11.77
Cl 11.45 -0.32 -10.86
H 9.27 -0.91 -10.22
H 9.63 -1.42 -11.88
C -5.76 -0.54 1.07
Cl -5.65 -0.72 -0.69
Cl -7.41 -0.74 1.65
H -5.13 -1.29 1.53
H -5.41 0.45 1.34
C -10.03 -3.47 3.47
Cl -9.11 -4.41 2.29
Cl -10.56 -1.92 2.80
H -10.91 -4.04 3.77
H -9.40 -3.28 4.33
C -8.97 -7.88 3.48
Cl -9.26 -9.42 2.67
Cl -9.83 -7.78 5.02
H -7.91 -7.77 3.66
H -9.31 -7.08 2.84
C -4.02 2.15 -5.15
Cl -2.26 2.03 -5.09
Cl -4.84 0.92 -4.19
H -4.31 3.13 -4.78
H -4.33 2.04 -6.18
```

Properties
LUMO energy ... 1.15 eV
Net charge ... -1
Energy ... -409170.832 eV

---

Number 2 is which compound?
C57H127N7O3

---

Please write out number 1 again, unchanged.
# C51H48AsN9STeW

C51H48AsN9STeW as an isolated structure in a non-equilibrium geometry (ωB97M-V with the def2-TZVPD basis set, the Open Molecules 2025 dataset).

Structure (XYZ):
```
112
Properties=species:S:1:pos:R:3
W -0.74 -0.26 -0.39
C -6.87 -0.15 -1.53
C -5.90 -0.83 -2.49
N -4.83 -1.53 -1.79
C -3.62 -1.02 -1.56
S -2.44 -2.06 -0.84
N -3.40 0.23 -1.92
N -2.12 0.68 -1.68
C -1.71 1.65 -2.48
C -2.57 2.31 -3.51
C -0.35 2.07 -2.28
C 0.25 3.05 -3.08
C 1.56 3.41 -2.85
C 2.24 2.79 -1.80
C 1.60 1.84 -1.04
N 0.32 1.44 -1.27
H -7.69 0.30 -2.08
H -6.36 0.64 -0.97
H -7.28 -0.87 -0.82
H -5.44 -0.10 -3.15
H -6.42 -1.56 -3.11
H -4.99 -2.48 -1.49
H -2.56 3.39 -3.38
H -3.59 1.95 -3.45
H -2.19 2.09 -4.51
H -0.32 3.50 -3.87
H 2.04 4.15 -3.47
H 3.25 3.06 -1.54
H 2.10 1.39 -0.20
N 3.55 -1.57 -0.89
C 2.38 -0.97 -1.03
N 1.35 -1.13 -0.21
C 1.48 -2.07 0.81
N 0.51 -2.32 1.61
N -0.62 -1.57 1.31
C -1.61 -1.71 2.15
C -2.74 -0.81 1.98
C -3.86 -0.88 2.77
C -4.88 0.05 2.55
C -4.71 1.00 1.57
C -3.54 1.01 0.81
N -2.57 0.12 0.99
C 2.74 -2.79 0.97
C 2.91 -3.77 1.96
C 4.10 -4.46 2.04
C 5.14 -4.18 1.14
C 4.99 -3.22 0.16
C 3.78 -2.53 0.09
H 4.23 -1.43 -1.63
H 2.28 -0.29 -1.85
H -1.54 -2.42 2.97
H -3.94 -1.63 3.54
H -5.78 0.02 3.14
H -5.46 1.75 1.37
H -3.38 1.77 0.05
H 2.10 -3.98 2.64
H 4.24 -5.22 2.79
H 6.07 -4.73 1.20
H 5.78 -3.00 -0.54
C 3.96 3.81 2.63
C 3.68 2.63 3.31
C 2.53 1.91 3.02
C 1.64 2.38 2.05
C 1.92 3.57 1.38
C 3.07 4.28 1.67
As 0.00 1.40 1.71
C -0.57 0.93 3.49
C -0.13 -0.12 4.28
C -0.68 -0.29 5.54
C -1.66 0.58 5.99
C -2.10 1.64 5.20
C -1.55 1.82 3.94
C -1.93 2.89 2.99
C -2.90 3.87 3.21
C -3.18 4.79 2.22
C -2.50 4.76 1.00
C -1.53 3.79 0.77
C -1.25 2.87 1.77
H 4.85 4.37 2.86
H 4.36 2.27 4.07
H 2.32 1.00 3.57
H 1.22 3.98 0.65
H 3.27 5.21 1.17
H 0.63 -0.81 3.92
H -0.35 -1.10 6.17
H -2.09 0.45 6.98
H -2.85 2.32 5.58
H -3.44 3.91 4.14
H -3.94 5.54 2.39
H -2.73 5.49 0.24
H -1.01 3.77 -0.18
C 5.28 -4.39 -3.63
C 4.00 -3.64 -3.44
C 2.92 -4.22 -2.80
C 1.70 -3.57 -2.66
C 0.60 -4.32 -1.95
C 1.57 -2.26 -3.17
Te -0.29 -1.25 -3.05
C 2.65 -1.65 -3.82
C 2.57 -0.26 -4.39
C 3.85 -2.35 -3.94
H 5.52 -5.00 -2.75
H 6.12 -3.72 -3.83
H 5.19 -5.08 -4.47
H 3.01 -5.23 -2.41
H 0.92 -4.61 -0.95
H 0.37 -5.24 -2.49
H -0.32 -3.74 -1.87
H 2.23 0.47 -3.65
H 1.86 -0.20 -5.21
H 3.55 0.05 -4.76
H 4.68 -1.88 -4.45
```

Properties
LUMO energy ... -6.00 eV
Net charge ... +2
Energy ... -147860.108 eV
Energy relative to the best compared isomer or geometry (same formula, charge and spin) ... 0.126 eV

---

The highest energy belongs to which entry?
C57H127N7O3

---

What is the formula in the first record?
C51H48AsN9STeW